The following is a DFT calculation (ωB97M-V/def2-TZVPD) of a 9-piece molecular cluster, C6H29NO8 overall in a non-equilibrium geometry.

XYZ file:
```
44
Properties=species:S:1:pos:R:3:forces:R:3:lowdin_charge:R:1
C 1.291 0.887 -0.371 -2.822 -0.574 0.913 0.05
C 0.116 0.190 -0.638 3.005 2.005 -0.160 -0.26
C 0.104 -0.580 -1.947 1.608 -2.075 1.041 -0.09
C -1.145 0.396 0.272 2.409 -1.124 -0.977 -0.18
C -2.521 0.577 -0.227 -1.854 -0.940 1.380 -0.41
C -3.421 0.652 1.140 0.754 0.884 -2.247 -0.01
N -2.977 -0.698 -0.696 -1.096 -2.843 -2.608 -0.01
H 1.463 1.563 0.460 -0.942 -0.125 0.161 0.02
H 2.185 0.984 -0.925 0.583 -0.910 -1.374 0.06
H -0.602 -1.434 -1.759 1.067 0.482 -0.988 0.06
H 1.179 -0.900 -2.416 -2.417 0.403 1.762 0.13
H -0.213 0.064 -2.706 -1.214 0.918 -1.267 0.04
H -0.944 1.320 0.688 0.811 1.054 1.936 0.04
H -1.206 -0.407 1.010 0.244 0.146 0.075 0.13
H -2.690 1.529 -0.874 0.104 -1.676 0.633 0.15
H -4.224 1.345 0.927 -0.455 -0.054 0.407 0.07
H -3.722 -0.377 1.221 -0.498 0.038 0.698 0.06
H -2.872 0.935 2.013 0.397 0.454 0.409 0.07
H -3.909 -1.051 -0.409 1.237 0.739 -0.616 0.09
H -2.440 -1.481 -1.176 -0.746 2.200 0.914 0.09
O 3.578 -2.980 -1.068 0.377 -0.720 1.627 -0.03
H 2.833 -2.776 -0.491 -0.038 -0.351 -0.226 0.00
H 3.410 -2.544 -1.872 -0.358 0.860 -1.560 0.00
O 1.045 2.013 2.838 0.175 1.248 -2.011 -0.05
H 1.665 1.593 2.210 -0.272 0.228 0.499 -0.01
H 1.077 1.401 3.533 -0.191 -1.250 1.771 0.00
O -2.131 -1.729 -3.760 1.451 -0.134 -0.627 -0.11
H -1.205 -1.877 -4.142 -2.020 0.721 0.967 0.07
H -2.175 -0.846 -3.343 0.320 -0.718 -0.469 0.02
O -0.810 3.278 -0.054 -0.362 3.708 -1.322 -0.01
H -1.140 2.531 -0.482 -0.307 -1.800 -0.276 -0.02
H -0.408 3.206 0.782 0.419 -1.085 1.435 0.02
O 1.486 -2.559 1.326 -2.733 -0.652 0.838 -0.06
H 0.610 -2.180 1.028 1.495 -0.916 0.498 0.04
H 2.103 -2.052 0.887 2.209 2.219 -0.883 -0.05
O 1.600 4.515 -0.381 1.707 0.068 3.399 -0.10
H 1.580 4.320 0.643 -0.108 0.607 -3.288 0.09
H 0.779 4.211 -0.730 -1.223 -0.518 -0.052 -0.03
O -0.616 -3.613 0.735 -1.995 -3.796 -0.208 -0.16
H -0.760 -4.273 -0.063 0.393 1.909 2.668 0.11
H -0.797 -4.170 1.596 0.578 1.517 -2.736 0.11
O 3.035 0.211 2.266 -2.090 0.032 -2.350 0.01
H 3.493 0.169 3.046 1.612 -0.229 3.387 0.02
H 3.722 0.265 1.628 0.788 0.053 -1.171 0.05
```
Positions in Å, forces in eV/Å.

## Properties
* strongest force on any atom: 4.294 eV Å⁻¹
* DFT total energy: -902.4957 a.u.
* structure (SMILES): C=C(C)C[C@H](C)N.O.O.O.O.O.O.O.O
* energy above the lowest of the compared OMol25 structures with the same formula, charge and spin: 612.5 kJ/mol
* 2S+1: 1
* HOMO: -9.0 eV
* gap between HOMO and LUMO: 0.3347 Ha